Computed, not measured: an isolated molecule of C5H12N2, with wB97M-V/def2-TZVPD.

Geometry as XYZ:
```
19
Properties=species:S:1:pos:R:3:forces:R:3
C -1.550 -0.723 -0.845 -2.87 -1.58 0.71
C -0.662 -0.801 0.416 -1.08 -0.09 0.21
C -0.585 0.562 1.127 -3.28 0.62 -2.25
C 1.401 1.082 0.077 0.36 1.81 0.33
C 1.431 -0.270 -0.563 1.31 -0.67 -0.27
H -1.298 0.055 -1.520 0.00 0.98 -0.45
H -2.700 -0.683 -0.552 2.33 0.58 -0.37
H -1.598 -1.624 -1.495 0.77 0.15 0.72
H -1.124 -1.547 1.074 0.00 0.16 0.04
H -1.618 0.896 1.306 -0.03 -0.05 -0.04
H -0.187 0.544 2.093 1.34 -0.20 1.32
H -0.443 1.597 -0.700 0.91 -0.07 2.33
H 1.812 1.818 -0.592 0.89 0.18 -0.37
H 1.899 1.227 1.062 -0.02 -0.60 -0.59
H 2.444 -0.691 -0.729 -0.31 0.48 0.21
H 1.033 -0.096 -1.574 -0.14 -0.42 0.10
H 1.048 -1.653 1.026 -0.02 0.95 -1.72
N 0.041 1.576 0.271 -0.74 -0.60 -0.95
N 0.656 -1.270 0.120 0.57 -1.65 1.03
```
Positions in Å, forces in eV/Å.

Calculated values
Maximum force: 4.02 eV Å⁻¹
Gap between HOMO and LUMO: 9.12 eV
Energy above the lowest of the compared OMol25 structures with the same formula, charge and spin: 1.410 eV
SMILES string: C[C@@H]1CNCCN1
Total energy: -8358.7266 eV

***

Computed, not measured: an isolated molecule of C5H12N2, with wB97M-V/def2-TZVPD.

Geometry as XYZ:
```
19
Properties=species:S:1:pos:R:3:forces:R:3
C 0.604 1.457 1.261 -0.53 -0.36 0.45
C 0.873 0.984 -0.179 -1.71 0.85 -0.11
C -0.488 0.542 -0.844 1.13 0.54 0.73
C -1.088 -0.600 -0.068 -0.02 0.04 -1.24
C -0.593 -1.833 -0.119 -0.57 -0.53 1.85
N -1.140 -2.913 0.634 0.17 -0.02 -0.75
N 1.549 1.948 -1.019 -0.17 -0.24 -0.41
H 0.998 0.766 2.010 0.25 0.13 -0.06
H -0.473 1.456 1.463 0.01 0.08 -0.08
H 0.941 2.466 1.498 0.30 -0.07 -0.24
H 1.399 0.077 -0.178 1.32 -1.09 0.16
H -1.101 1.442 -0.815 -0.37 -0.14 -0.32
H -0.218 0.283 -1.865 -0.34 0.02 -0.13
H -2.018 -0.442 0.462 0.05 0.04 0.23
H 0.327 -2.149 -0.580 0.21 0.37 -0.48
H -0.460 -3.309 1.264 -0.08 -0.17 0.06
H -2.015 -2.723 1.094 0.05 0.20 0.13
H 1.312 2.898 -0.789 0.19 0.16 0.04
H 2.540 1.809 -1.101 0.12 0.17 0.19
```
Positions in Å, forces in eV/Å.

Calculated values
Maximum force: 2.00 eV Å⁻¹
Gap between HOMO and LUMO: 9.24 eV
Energy above the lowest of the compared OMol25 structures with the same formula, charge and spin: 1.258 eV
SMILES string: C[C@H](N)C/C=C/N
Total energy: -8358.8782 eV

***

Computed, not measured: an isolated molecule of C5H12N2, with wB97M-V/def2-TZVPD.

Geometry as XYZ:
```
19
Properties=species:S:1:pos:R:3:forces:R:3
C -1.358 -0.939 1.672 1.89 -1.20 -0.86
C -1.110 -0.213 0.327 1.18 -0.90 0.53
C 0.240 -0.863 -0.152 -1.01 1.17 -0.20
C 1.135 0.116 -0.878 -0.95 0.59 -1.15
C 2.571 1.974 -0.649 -1.65 -0.61 3.79
N 1.631 1.255 -0.131 -0.72 1.87 -0.55
N -2.184 -0.543 -0.670 0.09 0.89 1.42
H -2.182 -0.483 2.061 -2.96 0.38 1.37
H -1.376 -2.071 1.571 -0.56 1.46 -0.12
H -0.596 -0.773 2.458 0.11 0.30 -0.78
H -1.010 0.912 0.518 0.03 -1.46 -0.30
H -0.071 -1.738 -0.841 0.96 1.10 1.44
H 0.790 -1.050 0.782 -0.17 -0.95 -0.50
H 0.609 0.464 -1.816 0.71 -0.15 0.79
H 2.029 -0.355 -1.104 1.67 -1.68 -1.40
H 3.189 1.474 -1.426 -0.01 1.36 -0.08
H 2.672 2.907 0.097 0.99 -1.76 -2.55
H -1.933 0.003 -1.477 0.00 0.07 -0.68
H -3.045 -0.077 -0.341 0.38 -0.46 -0.18
```
Positions in Å, forces in eV/Å.

Calculated values
Maximum force: 4.18 eV Å⁻¹
Gap between HOMO and LUMO: 10.26 eV
Energy above the lowest of the compared OMol25 structures with the same formula, charge and spin: 2.725 eV
SMILES string: C=NCC[C@H](C)N
Total energy: -8357.4116 eV

***

Computed, not measured: a cluster of 2 separate species, C5H12N2 in total, with wB97M-V/def2-TZVPD.

Geometry as XYZ:
```
19
Properties=species:S:1:pos:R:3:forces:R:3
C 0.444 -0.617 -3.249 -2.08 -0.98 0.36
C -0.167 0.391 -2.259 1.00 -2.15 -0.16
C 1.174 -0.234 -2.016 2.80 -0.29 0.86
C -1.088 -0.708 2.854 0.92 -2.38 1.66
C 0.153 1.183 1.940 -0.42 2.82 0.04
N 0.397 -0.878 0.915 0.02 -0.99 0.18
N -0.071 -0.264 1.827 -0.36 0.05 0.51
H -0.156 -1.582 -3.330 1.31 1.22 0.19
H 0.717 -0.197 -4.181 0.39 0.20 -0.75
H -0.338 1.365 -2.614 0.02 1.16 0.05
H -0.843 -0.093 -1.614 -1.37 0.13 0.51
H 2.100 0.487 -2.179 -1.84 -1.90 0.52
H -1.244 -1.861 2.939 1.37 1.89 -0.12
H -0.816 -0.205 3.830 -0.42 -0.96 -1.03
H -2.081 -0.487 2.601 -1.26 1.36 -0.74
H -0.231 1.654 2.908 0.38 -0.80 -1.37
H 1.183 1.565 1.765 -0.44 -1.09 0.27
H -0.406 1.585 1.063 0.13 0.06 0.86
H 1.273 -1.104 -1.202 -0.16 2.67 -1.82
```
Positions in Å, forces in eV/Å.

Calculated values
Maximum force: 3.24 eV Å⁻¹
Gap between HOMO and LUMO: 8.68 eV
Energy above the lowest of the compared OMol25 structures with the same formula, charge and spin: 5.165 eV
Total energy: -8354.9716 eV